Model one:
11
Properties=species:S:1:pos:R:3 method="wB97M-V/def2-TZVPD" orbital_gap_ev=9.51
O 0.04 -0.30 2.28
N 1.09 0.42 0.31
C -0.86 -0.37 -0.02
C 0.70 0.46 -1.12
C 0.10 -0.11 1.09
C -0.71 -0.14 -1.26
H -2.36 -0.69 0.67
H 0.69 1.49 -1.49
H -2.04 -1.39 0.59
H 1.40 -0.12 -1.72
H 1.96 0.75 0.69

Model two:
11
Properties=species:S:1:pos:R:3 method="wB97M-V/def2-TZVPD" orbital_gap_ev=10.07
O 0.53 -1.80 0.56
N 1.58 -1.29 0.23
C -1.89 0.07 0.18
C -0.51 0.48 -0.04
C 0.50 1.07 -0.35
C 2.25 -0.41 -0.15
H -2.11 -0.04 1.25
H -2.14 -0.87 -0.32
H 1.15 1.84 -0.69
H 3.15 0.07 -0.45
H -2.51 0.87 -0.23

The structure with the greatest stability is model one.

Model one:
19
Properties=species:S:1:pos:R:3 method="wB97M-V/def2-TZVPD" orbital_gap_ev=8.71
O 0.68 2.16 1.33
N -0.38 -0.21 0.35
C -1.09 0.76 -1.79
C -1.55 0.03 -0.50
C 1.59 -1.75 0.78
C 0.41 -1.39 -0.10
H 1.57 2.30 1.02
H 1.29 -1.89 1.82
H -1.68 0.51 -2.67
H -0.24 -2.23 -0.40
H 2.29 -0.91 0.77
H -2.15 0.79 0.01
H 0.84 0.83 -0.28
H 0.43 1.20 1.19
H 0.82 -1.12 -1.10
H -2.17 -0.85 -0.70
H -0.03 0.53 -1.91
H -1.12 1.84 -1.65
H 2.01 -2.72 0.47

Model two:
19
Properties=species:S:1:pos:R:3 method="wB97M-V/def2-TZVPD" orbital_gap_ev=10.57
O 1.70 -0.52 -0.89
N 2.87 1.18 0.34
C 2.02 0.02 0.35
C -1.80 0.50 0.91
C -1.92 -0.01 -0.55
C -1.25 -1.38 -0.90
H -3.00 -0.12 -0.79
H 2.38 -0.69 1.07
H 1.81 0.08 -1.64
H -0.45 -1.22 -1.63
H 3.75 1.06 0.82
H -2.68 0.22 1.51
H -0.65 -1.87 -0.10
H -1.12 -0.03 1.63
H 2.55 2.12 0.49
H -1.63 1.56 1.01
H 0.98 0.27 0.96
H -1.58 0.83 -1.17
H -1.99 -2.00 -1.42

Model three:
19
Properties=species:S:1:pos:R:3 method="wB97M-V/def2-TZVPD" orbital_gap_ev=5.97
O 0.64 -1.13 0.09
N -0.51 2.01 -2.38
C 1.24 -1.70 1.20
C -0.84 0.88 -1.38
C 0.23 -2.08 2.29
C -0.38 1.22 -0.01
H 0.67 -2.78 3.00
H 1.81 -2.60 0.91
H -1.92 0.71 -1.45
H 2.02 -1.04 1.65
H -0.61 -2.54 1.77
H 0.47 1.96 -2.64
H -1.05 1.96 -3.24
H 0.08 0.05 0.32
H 0.49 1.88 0.02
H -1.20 1.54 0.63
H -0.33 -0.01 -1.77
H -0.68 2.88 -1.86
H -0.13 -1.21 2.84

The structure with the greatest stability is model two.

Model one:
19
Properties=species:S:1:pos:R:3 method="wB97M-V/def2-TZVPD" orbital_gap_ev=8.84
O 0.23 -2.95 0.56
N 0.24 0.49 -0.02
C -0.31 0.99 -1.26
C -0.40 0.98 1.16
C 0.30 0.35 -2.48
C 0.24 0.40 2.41
H 1.38 0.36 -2.33
H 0.42 -0.47 -0.08
H -0.61 -3.37 0.36
H 0.91 -3.37 0.02
H -1.47 0.76 1.16
H -0.06 -0.65 -2.71
H 0.12 -0.69 2.29
H 0.04 0.89 -3.40
H -0.30 0.68 3.30
H -0.23 2.07 -1.33
H -0.39 2.07 1.13
H 1.31 0.58 2.45
H -1.42 0.89 -1.20

Model two:
19
Properties=species:S:1:pos:R:3 method="wB97M-V/def2-TZVPD" orbital_gap_ev=8.95
O -1.64 1.48 -0.30
N 0.35 -0.24 0.60
C 0.82 -1.56 -0.03
C 1.06 1.03 -1.47
C -0.25 -2.67 0.06
C 1.14 0.58 -0.05
H 1.75 1.25 0.60
H -1.99 3.58 3.24
H 1.34 -1.60 -0.98
H -2.56 1.34 -0.08
H 1.99 1.08 -2.02
H 0.25 -3.63 0.21
H -1.18 0.93 0.34
H -0.81 -2.78 -0.86
H 0.56 1.99 -1.40
H -0.90 -2.40 0.90
H -1.97 3.19 2.61
H 0.44 0.34 -2.03
H 1.60 -1.91 0.66

The structure with the greatest stability is model one.

Model one:
15
Properties=species:S:1:pos:R:3 method="wB97M-V/def2-TZVPD" orbital_gap_ev=10.75 charge=+1
N -1.59 -0.26 -0.47
N 0.74 0.22 0.27
N -0.15 -2.22 -0.72
C -0.15 1.27 0.60
C 1.94 0.04 0.35
C -0.64 -1.01 -0.45
C -1.47 1.08 -0.15
H -2.39 1.36 0.34
H 2.46 -1.01 0.22
H 2.77 0.83 0.51
H -0.40 1.00 1.64
H 0.17 2.39 0.65
H 0.60 -2.62 -0.24
H -0.56 -2.82 -1.42
H -1.34 1.74 -1.11

Model two:
15
Properties=species:S:1:pos:R:3 method="wB97M-V/def2-TZVPD" orbital_gap_ev="9.54 / 9.54" charge=+1
N 1.77 -1.47 0.28
N -1.93 -1.39 0.59
N -1.25 -1.22 -0.74
C -1.30 1.39 0.19
C -0.32 -0.35 -0.39
C -0.23 1.09 -0.91
C -1.44 -0.10 0.54
H 1.84 -0.89 1.17
H -0.83 1.83 1.05
H -2.95 -1.51 0.52
H -2.24 1.82 -0.23
H 1.41 -2.30 0.63
H 2.69 -1.66 -0.26
H -0.64 1.21 -1.88
H 0.72 1.54 -0.80

Model three:
15
Properties=species:S:1:pos:R:3 method="wB97M-V/def2-TZVPD" orbital_gap_ev="9.87 / 9.87" charge=+1
N -1.39 -0.66 -0.02
N 0.78 -1.28 -0.04
N 0.77 0.98 -0.08
C -0.06 -0.23 -0.09
C 2.18 0.55 0.02
C 2.01 -0.92 -0.02
C -2.60 0.15 -0.07
H -2.57 1.25 -0.27
H 2.69 0.98 -0.84
H -3.39 0.02 0.79
H 0.50 1.92 0.25
H 2.73 0.63 0.93
H -3.09 -0.17 -0.90
H 2.75 -1.58 0.07
H -1.31 -1.63 0.27

Model four:
15
Properties=species:S:1:pos:R:3 method="wB97M-V/def2-TZVPD" orbital_gap_ev=8.63 charge=+1
N 1.21 -0.93 -0.43
N 1.21 0.96 0.39
N -0.91 0.27 0.25
C 0.42 -0.01 0.22
C -1.04 1.54 0.33
C 2.27 0.05 -0.21
C -1.83 -0.79 0.02
H -1.95 -1.49 0.82
H 3.03 -0.46 0.42
H -2.75 -0.37 -0.44
H -2.04 2.07 0.41
H -1.38 -1.53 -0.74
H 2.76 0.52 -1.05
H 1.05 -1.91 -0.37
H -0.04 2.10 0.38

The structure with the greatest stability is model three.

Model one:
15
Properties=species:S:1:pos:R:3 method="wB97M-V/def2-TZVPD" orbital_gap_ev=11.07 charge=+1
N 2.13 -1.03 -0.31
N 2.57 1.28 0.36
N -0.37 -1.41 0.20
C -2.19 0.34 0.55
C -0.92 -0.33 0.18
C 2.38 0.15 -0.04
C -1.18 0.97 -0.42
H 2.74 -1.72 -0.66
H 0.73 -1.39 -0.13
H -1.31 0.71 -1.49
H -3.01 -0.24 0.11
H 2.27 2.22 -0.11
H -0.65 1.95 -0.42
H -0.73 -2.20 0.68
H -2.48 0.70 1.51

Model two:
15
Properties=species:S:1:pos:R:3 method="wB97M-V/def2-TZVPD" orbital_gap_ev=10.77 charge=+1
N 1.75 0.20 -0.58
N 0.11 -1.03 -0.83
N -0.54 0.63 0.33
C 1.51 -1.32 -0.74
C -1.02 -1.01 0.09
C 0.42 0.25 -0.50
C -1.25 1.74 0.76
H 1.88 -1.73 -1.59
H -1.98 -1.12 -0.34
H -1.82 2.38 0.09
H 1.74 -1.89 0.17
H -0.69 -1.60 0.93
H -0.60 2.30 1.34
H 2.54 0.76 -0.53
H -2.05 1.44 1.39

Model three:
15
Properties=species:S:1:pos:R:3 method="wB97M-V/def2-TZVPD" orbital_gap_ev=11.03 charge=+1
N 0.80 -0.72 0.83
N -1.13 2.58 2.30
N -1.17 -0.71 -0.21
C 1.06 -0.19 -0.56
C -0.33 1.92 1.79
C -0.34 -0.26 -1.31
C -0.52 -0.85 0.93
H -2.15 -0.89 -0.20
H -0.71 0.70 -1.76
H -1.96 3.00 2.73
H 1.84 -0.81 -0.96
H 1.26 0.88 -0.50
H 1.62 -0.64 1.33
H -0.48 -0.97 -2.23
H -0.81 -1.28 1.82

The structure with the greatest stability is model three.